{
  "formula": "C14H32F5N2O4P",
  "method": "ωB97M-V/def2-TZVPD",
  "smiles": "O=P(O)(O)OC(F)(F)C(F)(F)F.CCN(CC)CC.CCN(CC)CC",
  "homo_ev": -8.04,
  "homo_lumo_gap_ev": 8.03,
  "multiplicity": 1,
  "symbols": ["O", "P", "O", "O", "O", "C", "F", "F", "C", "F", "F", "F", "H", "H", "C", "C", "N", "C", "C", "C", "C", "H", "H", "H", "H", "H", "H", "H", "H", "H", "H", "H", "H", "H", "H", "H", "C", "C", "N", "C", "C", "C", "C", "H", "H", "H", "H", "H", "H", "H", "H", "H", "H", "H", "H", "H", "H", "H"],
  "positions_angstrom": [[-2.74, 4.96, -0.45], [-2.07, 5.81, -1.54], [-2.92, 5.42, -2.98], [-0.50, 5.25, -1.76], [-2.26, 7.47, -1.32], [-1.09, 8.24, -1.41], [-1.44, 9.52, -0.89], [-0.05, 7.81, -0.53], [-0.57, 8.53, -2.89], [-1.49, 9.35, -3.56], [0.69, 9.15, -2.77], [-0.38, 7.41, -3.68], [-2.50, 6.02, -3.64], [0.06, 5.36, -0.97], [-1.40, 1.87, -1.92], [0.06, 1.45, -2.07], [0.66, 0.92, -0.85], [2.11, 0.76, -0.95], [2.65, -0.25, -1.95], [-0.05, -0.19, -0.22], [-0.26, -1.46, -1.05], [-1.51, 2.61, -1.12], [-1.75, 2.32, -2.85], [-2.05, 1.02, -1.70], [0.62, 2.34, -2.38], [0.13, 0.74, -2.90], [2.51, 0.52, 0.05], [2.54, 1.74, -1.19], [2.53, -1.28, -1.60], [3.72, -0.09, -2.10], [2.17, -0.17, -2.93], [-1.03, 0.17, 0.11], [0.46, -0.46, 0.71], [-0.56, -1.24, -2.08], [-1.05, -2.06, -0.60], [0.64, -2.08, -1.08], [1.18, -2.55, 2.76], [0.74, -3.83, 3.46], [-0.41, -4.48, 2.84], [-0.97, -5.55, 3.66], [-0.10, -6.78, 3.91], [-0.30, -4.77, 1.42], [0.85, -5.68, 0.97], [0.36, -1.83, 2.71], [2.00, -2.09, 3.32], [1.54, -2.74, 1.75], [0.49, -3.57, 4.49], [1.60, -4.51, 3.52], [-1.92, -5.88, 3.22], [-1.24, -5.13, 4.63], [-0.06, -7.43, 3.03], [-0.53, -7.38, 4.72], [0.92, -6.52, 4.20], [-0.22, -3.83, 0.88], [-1.25, -5.20, 1.06], [1.79, -5.44, 1.46], [1.01, -5.56, -0.11], [0.62, -6.73, 1.14]],
  "lowdin_charge": [-0.285, 0.614, -0.125, -0.135, -0.036, -0.394, 0.096, 0.090, -0.347, 0.125, 0.115, 0.112, 0.072, 0.103, -0.087, -0.270, -0.190, -0.251, -0.090, -0.242, -0.086, 0.062, 0.075, 0.069, 0.111, 0.097, 0.111, 0.106, 0.054, 0.070, 0.066, 0.106, 0.096, 0.069, 0.068, 0.051, -0.093, -0.270, -0.192, -0.250, -0.092, -0.245, -0.084, 0.074, 0.075, 0.061, 0.118, 0.097, 0.111, 0.108, 0.055, 0.071, 0.065, 0.079, 0.117, 0.069, 0.072, 0.054]
}

{
  "formula": "C6H4N4O",
  "method": "ωB97M-V/def2-TZVPD",
  "smiles": "N#CCc1nc(C#N)c(N)o1",
  "homo_ev": -9.20,
  "homo_lumo_gap_ev": 9.49,
  "multiplicity": 1,
  "symbols": ["C", "C", "C", "C", "C", "C", "H", "H", "H", "H", "N", "N", "N", "N", "O"],
  "positions_angstrom": [[0.98, 0.84, 0.12], [-0.61, -0.54, -0.35], [-2.11, -0.75, -0.76], [-3.01, -0.50, 0.41], [1.42, -0.45, 0.15], [2.62, -1.02, 0.37], [1.09, 2.73, 0.56], [2.60, 1.95, 0.55], [-2.51, 0.02, -1.53], [-2.28, -1.87, -1.26], [1.67, 2.05, 0.07], [-3.61, -0.23, 1.37], [0.36, -1.33, -0.10], [3.67, -1.70, 0.56], [-0.30, 0.83, -0.16]],
  "lowdin_charge": [-0.331, -0.283, -0.077, -0.230, -0.279, -0.150, 0.107, 0.132, 0.140, 0.188, 0.159, 0.144, 0.212, 0.137, 0.130]
}

{
  "formula": "C22H22B2F4HgN6O7",
  "method": "ωB97M-V/def2-TZVPD",
  "homo_ev": [-5.28, -5.41],
  "charge": -1,
  "homo_lumo_gap_ev": [7.60, 6.80],
  "multiplicity": 2,
  "symbols": ["Hg", "C", "C", "N", "O", "B", "F", "F", "O", "N", "C", "C", "C", "N", "O", "B", "F", "F", "O", "N", "C", "C", "C", "H", "H", "H", "H", "H", "H", "H", "H", "H", "H", "H", "H", "O", "C", "C", "C", "C", "C", "C", "C", "O", "N", "N", "C", "C", "C", "C", "C", "C", "C", "O", "H", "H", "H", "H", "H", "H", "H", "H", "H", "H"],
  "positions_angstrom": [[0.03, 0.11, -1.12], [-1.06, 3.90, -0.71], [-0.42, 2.84, 0.10], [0.96, 2.59, -0.22], [1.33, 3.22, -1.44], [2.37, 2.50, -2.30], [2.80, 3.51, -3.25], [3.25, 1.93, -1.53], [1.64, 1.46, -3.19], [1.53, 0.28, -2.54], [2.55, -0.48, -2.60], [3.51, -0.17, -3.72], [2.61, -1.71, -1.73], [1.92, -1.66, -0.69], [2.10, -2.53, 0.33], [1.15, -2.17, 1.52], [1.92, -2.42, 2.70], [-0.05, -2.95, 1.53], [0.87, -0.81, 1.46], [-0.05, 1.23, 1.88], [-0.84, 2.15, 1.16], [-2.25, 2.29, 1.69], [3.66, -2.70, -1.98], [-0.32, 4.57, -1.06], [-1.73, 4.51, -0.04], [-1.62, 3.62, -1.65], [4.16, -0.99, -3.91], [4.17, 0.67, -3.38], [3.06, 0.09, -4.69], [-2.83, 1.37, 1.43], [-2.69, 3.26, 1.32], [-2.16, 2.35, 2.80], [3.62, -3.29, -2.95], [3.72, -3.33, -1.17], [4.67, -2.28, -2.02], [-4.16, -2.23, -2.76], [-4.64, -2.73, -1.59], [-5.84, -3.45, -1.53], [-6.27, -3.99, -0.33], [-5.67, -3.75, 0.88], [-4.51, -2.92, 0.83], [-3.99, -2.42, -0.35], [-2.76, -1.55, -0.49], [-2.23, -1.29, -1.65], [-2.21, -1.15, 0.70], [-1.15, -0.41, 0.55], [-0.32, -0.17, 1.73], [1.22, 1.65, 2.32], [1.75, 0.93, 3.43], [2.89, 1.37, 4.07], [3.73, 2.38, 3.55], [3.28, 2.98, 2.41], [2.08, 2.65, 1.82], [1.80, 3.44, 0.74], [-3.28, -1.71, -2.60], [-6.45, -3.58, -2.37], [-7.16, -4.61, -0.30], [-5.87, -4.25, 1.83], [-3.92, -2.71, 1.75], [-0.78, -0.62, 2.61], [1.21, 0.13, 3.87], [3.14, 0.75, 4.94], [4.61, 2.68, 4.11], [3.90, 3.63, 1.81]],
  "lowdin_charge": [1.423, -0.021, -0.255, -0.054, 0.009, -1.080, 0.083, 0.251, -0.020, -0.132, -0.203, 0.011, -0.275, 0.032, 0.065, -1.064, 0.088, 0.104, 0.067, 0.028, -0.260, -0.006, -0.026, 0.064, 0.086, 0.110, 0.057, 0.119, 0.109, 0.081, 0.083, 0.094, 0.112, 0.044, 0.092, 0.022, -0.247, -0.019, -0.122, -0.097, -0.030, -0.087, -0.327, -0.089, 0.099, -0.109, -0.362, -0.096, -0.008, -0.093, -0.088, -0.043, -0.204, 0.028, 0.061, 0.090, 0.098, 0.098, 0.116, 0.169, 0.108, 0.102, 0.095, 0.121]
}

{
  "formula": "C4H10O2",
  "method": "ωB97M-V/def2-TZVPD",
  "homo_ev": -10.19,
  "homo_lumo_gap_ev": 11.21,
  "multiplicity": 1,
  "symbols": ["C", "C", "O", "C", "C", "O", "H", "H", "H", "H", "H", "H", "H", "H", "H", "H"],
  "positions_angstrom": [[1.26, 0.31, -1.05], [0.33, -0.02, 0.10], [-1.21, 2.09, -0.60], [0.45, -1.37, 0.77], [-1.05, -1.25, 0.98], [-1.10, -0.38, -0.16], [1.32, 1.38, -1.28], [2.27, -0.02, -0.77], [0.98, -0.24, -1.96], [0.35, 0.81, 0.83], [-1.03, 1.88, -1.52], [1.13, -1.49, 1.61], [0.63, -2.11, -0.02], [-1.32, -0.70, 1.89], [-1.67, -2.15, 0.90], [-1.55, 1.23, -0.28]],
  "lowdin_charge": [-0.040, -0.367, -0.081, -0.111, -0.164, -0.150, 0.074, 0.087, 0.088, 0.144, 0.036, 0.112, 0.120, 0.124, 0.118, 0.010]
}

{
  "formula": "C4H13NO2",
  "method": "ωB97M-V/def2-TZVPD",
  "smiles": "C1CCNC1.O.O",
  "homo_ev": -9.23,
  "homo_lumo_gap_ev": 10.02,
  "multiplicity": 1,
  "symbols": ["N", "C", "C", "C", "C", "H", "H", "H", "H", "H", "H", "H", "H", "H", "H", "H", "O", "H", "H", "O"],
  "positions_angstrom": [[0.21, 0.71, 0.75], [0.43, 0.06, 2.01], [1.94, -0.33, 2.17], [2.58, 0.44, 0.96], [1.44, 0.43, -0.03], [0.22, 1.72, 0.74], [-0.18, -0.86, 2.06], [0.01, 0.64, 2.84], [2.02, -1.39, 1.94], [2.37, -0.16, 3.16], [3.46, -0.11, 0.61], [2.92, 1.44, 1.24], [1.40, -0.56, -0.48], [1.64, 1.18, -0.81], [-1.25, 0.64, -3.05], [-0.35, 0.58, -1.78], [-0.34, 0.64, -2.74], [-6.53, -2.24, -2.77], [-5.94, -0.96, -3.31], [-6.06, -1.87, -3.50]],
  "lowdin_charge": [-0.071, -0.242, -0.153, -0.186, -0.255, 0.104, 0.103, 0.107, 0.095, 0.095, 0.102, 0.103, 0.118, 0.115, 0.026, 0.001, -0.063, 0.021, 0.011, -0.032]
}

{
  "formula": "H3NOS",
  "method": "ωB97M-V/def2-TZVPD",
  "smiles": "O=S.N",
  "homo_ev": [-9.33, -9.32],
  "homo_lumo_gap_ev": [7.79, 7.77],
  "multiplicity": 1,
  "symbols": ["N", "O", "S", "H", "H", "H"],
  "positions_angstrom": [[1.57, -0.15, -0.25], [-3.08, -0.97, 0.13], [-3.08, 0.48, 0.10], [1.61, 0.73, -0.82], [0.73, -0.06, 0.38], [2.26, -0.02, 0.45]],
  "lowdin_charge": [-0.009, -0.698, 0.696, 0.023, 0.023, -0.035]
}

So what do the calculations give for energy above the lowest of the compared OMol25 structures with the same formula, charge and spin? Going down the list: 35.44, 24.71, 30.14, 40.53, 18.61, 25.01 kcal per mole.